(1)
A gas-phase ion, C5H11NO2 (charge -1) in a non-equilibrium geometry. Source: the OMol25 dataset; level of theory: the ωB97M-V functional and the def2-TZVPD basis.

Values from the calculation:
E_tot, Eh: -402.26217
Gap between HOMO and LUMO (spin up / spin down), eV: 6.84 / 7.07
Total charge: -1
Expectation value of S²: 0.755
Multiplicity: 2

XYZ file:
```
19
Properties=species:S:1:pos:R:3:forces:R:3
O -1.18181 -0.43002 1.65175 1.5 0.4 -0.5
O 1.07551 -0.96384 1.62369 0.6 -0.2 -0.2
N 0.42642 1.24003 0.90448 1.1 -0.6 -1.6
C -0.27156 -0.79088 -1.51801 0.8 0.2 -1.1
C 1.16644 1.02196 -0.32913 -0.1 0.2 1.3
C 0.04774 0.01186 1.80139 -2.2 0.6 1.9
C -1.72183 -0.24405 -1.62899 1.1 0.0 1.2
C 0.77671 0.37052 -1.64449 -1.8 0.2 -0.9
H 0.29821 1.07203 -2.38842 0.5 -0.1 0.6
H 2.24083 1.16261 -0.13776 -0.2 -0.3 -0.3
H -0.43569 1.75441 0.88487 -0.4 -0.1 -0.7
H -2.41533 -0.77515 -0.99284 -0.2 -0.3 0.0
H 1.58671 -0.07391 -2.21337 0.8 0.3 0.4
H -0.04126 -1.57541 -2.27362 -0.3 0.6 -0.1
H -2.12651 -0.11497 -2.63374 0.3 -0.3 -0.2
H 0.13174 0.48274 2.86760 0.6 -0.6 -1.1
H -1.63852 0.74766 -1.19099 -0.4 0.2 0.1
H 1.68957 -0.64416 0.93915 -0.3 0.0 0.3
H 0.10492 -1.26854 -0.63099 -1.3 -0.3 1.0
```
Positions in Å, forces in eV/Å.

***

(2)
2 unconnected molecules or ions with the total composition C9H14N2O2 in a non-equilibrium geometry. Source: the OMol25 dataset; level of theory: the ωB97M-V functional and the def2-TZVPD basis.

Values from the calculation:
E_tot, Eh: -611.22324
Gap between HOMO and LUMO, eV: 9.79
Total charge: 0
SMILES string: O=c1cc[nH]c(=O)[nH]1.C1CCCC1
Multiplicity: 1

XYZ file:
```
27
Properties=species:S:1:pos:R:3:forces:R:3
O -1.85953 1.27760 -1.82571 -0.6 -2.5 1.3
O 0.32751 -2.81526 -1.42950 -4.0 5.5 4.6
N -0.74794 -0.66113 -1.30168 1.9 -0.6 -5.0
N -2.43367 -0.09835 0.04612 -3.5 1.6 1.5
C 2.70145 0.75953 0.21058 4.6 -4.8 0.5
C 1.09248 1.17605 1.88897 -1.0 1.0 3.2
C 2.15431 2.07408 -0.04847 0.4 0.9 -2.7
C 1.39351 2.44632 1.18363 1.1 1.6 0.7
C -1.23115 -2.08390 0.49406 2.5 -1.8 -2.0
C 2.04690 0.19506 1.46282 3.7 -4.7 2.0
C -2.23027 -1.27517 0.73491 -0.6 1.8 1.1
C -1.77626 0.24151 -1.15611 0.4 2.0 1.9
C -0.41890 -1.89554 -0.71973 1.4 -3.5 -4.0
H -3.27334 0.42144 0.55907 2.7 -0.7 -2.6
H 1.51881 -0.76954 1.21557 0.6 0.8 0.2
H 0.20614 0.65519 1.66723 -2.1 0.5 0.0
H 2.22420 2.82558 1.77925 -0.3 0.8 0.5
H 2.72099 -0.10415 -0.51976 -0.9 1.4 -0.1
H 1.51023 1.92537 -0.89397 -0.4 0.8 -0.8
H -2.87056 -1.31910 1.62684 0.3 -0.5 -0.6
H 3.86706 0.80180 0.25345 -1.7 0.1 0.8
H 1.20736 1.38204 2.99665 -0.8 -0.4 -1.1
H 0.57703 3.18730 1.17045 0.5 -0.3 -0.4
H 2.79518 -0.21997 2.43544 -1.6 1.5 -3.0
H 3.12827 2.58720 -0.32650 -2.0 0.8 0.2
H -0.44423 -0.55386 -2.34728 0.0 -0.5 2.7
H -1.03209 -3.02931 0.91032 -0.2 -0.8 1.1
```
Positions in Å, forces in eV/Å.

***

(3)
A molecular structure, C9H15NO in a non-equilibrium geometry. Source: the OMol25 dataset; level of theory: the ωB97M-V functional and the def2-TZVPD basis.

Values from the calculation:
E_tot, Eh: -481.53404
Gap between HOMO and LUMO, eV: 9.08
Total charge: 0
Multiplicity: 1

XYZ file:
```
26
Properties=species:S:1:pos:R:3:forces:R:3
O 3.13695 -0.74276 -0.46834 -4.7 4.8 3.0
N -1.53537 -0.77486 -0.48943 0.6 0.0 -3.4
C -0.83901 1.75324 -0.66638 -3.8 -0.2 -2.5
C -0.14983 -0.64241 -0.10846 -0.8 -1.0 -1.0
C -2.36877 -1.44758 0.39719 -0.3 -2.3 2.0
C 1.64611 1.42363 0.33096 -1.0 -4.1 1.4
C 1.08270 -1.61936 -0.19826 -3.3 6.3 -4.1
C 1.97094 -0.25582 0.03083 7.4 -4.9 -3.1
C -2.03311 0.62658 -0.68509 4.3 -0.2 4.7
C -0.34429 0.09008 1.22561 8.2 2.2 0.0
C 0.10814 1.52991 0.57686 -1.7 2.1 1.8
H 2.37328 1.75738 1.11127 -0.8 -0.1 -0.9
H -2.51888 0.71470 0.32446 -0.8 1.3 -1.5
H 0.45943 -0.28063 2.12653 -2.1 1.2 -2.4
H -2.63004 -0.48989 1.17888 -0.8 -3.7 -1.0
H 0.30247 -0.04125 -1.02343 -1.6 -0.2 2.0
H -0.26741 2.51130 1.13000 1.6 -2.1 0.0
H 1.87648 1.57053 -0.65850 1.0 1.9 -2.2
H -2.57409 0.62394 -1.52057 -2.7 0.7 -3.0
H 1.13684 -1.84669 -1.40840 0.5 -0.2 3.7
H -1.51421 -2.29986 0.98832 -3.4 2.1 -1.6
H -3.38424 -2.02239 -0.21590 3.1 1.8 2.4
H 1.22915 -2.20616 0.59398 0.7 -3.1 2.5
H -1.63284 2.73212 -0.86481 2.8 -2.0 1.5
H -0.40109 1.68575 -1.67855 0.4 0.1 0.6
H -1.24014 0.20770 1.66986 -2.8 -0.2 1.1
```
Positions in Å, forces in eV/Å.

***

(4)
2 unconnected molecules or ions with the total composition C6H15N2O4 in a non-equilibrium geometry. Source: the OMol25 dataset; level of theory: the ωB97M-V functional and the def2-TZVPD basis.

Values from the calculation:
E_tot, Eh: -647.73784
Gap between HOMO and LUMO, eV: 10.39
Total charge: +1
Multiplicity: 1

XYZ file:
```
27
Properties=species:S:1:pos:R:3:forces:R:3
O -0.75911 -1.01087 -0.74114 0.0 0.6 -0.3
O 1.13986 -1.54898 0.24300 -1.6 2.3 -1.3
O 1.85034 0.65711 1.08308 -1.3 0.5 1.0
O -0.21856 1.92472 -1.33839 0.0 0.0 -0.5
N 0.72673 0.70676 0.25365 1.3 -2.9 0.2
N -0.49990 -3.48326 -0.09390 0.4 1.1 0.7
C -2.62587 0.40757 0.13919 -0.1 -2.0 0.0
C 0.72049 3.06558 0.52646 3.4 1.0 1.6
C 0.36812 -0.61920 -0.12758 1.5 -1.2 1.2
C -2.17466 -0.55728 -1.01004 0.6 2.1 -0.2
C 3.10607 0.61474 0.47423 1.8 -0.1 -0.2
C 0.43083 1.92753 -0.32403 -1.9 0.3 -1.6
H -2.48450 -0.17199 1.08966 -0.4 0.6 -0.6
H -0.75242 -4.12162 0.64818 0.4 0.6 1.4
H -1.11364 -2.59702 -0.16083 1.2 -1.7 0.0
H 3.63430 -0.25079 0.86958 0.1 0.2 0.3
H -0.64920 -4.14252 -0.79499 -0.4 -0.7 -2.7
H -0.17622 3.36550 1.03414 -0.6 0.2 0.2
H 0.52904 -3.09175 -0.14968 -1.7 -0.2 0.8
H 1.43336 2.59875 1.30087 -1.1 1.6 -0.8
H 3.73853 1.52011 0.48034 -0.6 0.1 1.2
H -1.96211 1.25436 0.19225 -0.1 0.3 -0.3
H 3.10019 0.48765 -0.55982 -0.8 -0.8 -2.0
H -2.65369 -1.52340 -1.09844 -0.5 -0.1 0.5
H -2.24328 -0.13513 -2.05087 0.5 0.0 1.2
H 1.21868 3.99004 0.07025 -0.9 -1.6 0.3
H -3.68340 0.73337 0.04484 0.8 -0.3 0.0
```
Positions in Å, forces in eV/Å.

***

ΔE to the lowest compared entry with this formula, charge and spin readings, ordered: 1.726, 3.847, 11.120, 0.084 eV